{
  "formula": "C49H49CrN11O4S4Sb",
  "method": "the ωB97M-V functional and the def2-TZVPD basis",
  "multiplicity": 5,
  "s2": 6.016,
  "e_homo_ev": [-4.327, -5.063],
  "gap_ev": [6.076, 6.812],
  "total_charge": -1,
  "species": ["Cr", "C", "C", "N", "N", "C", "S", "S", "C", "C", "C", "C", "C", "C", "C", "C", "C", "C", "C", "C", "C", "O", "H", "H", "H", "H", "H", "H", "H", "H", "H", "H", "H", "H", "H", "H", "C", "N", "C", "N", "C", "N", "C", "C", "C", "C", "C", "C", "C", "N", "N", "C", "O", "C", "C", "C", "C", "C", "C", "N", "C", "N", "C", "N", "C", "H", "H", "H", "H", "H", "H", "H", "H", "H", "H", "H", "H", "H", "H", "H", "H", "O", "S", "O", "N", "C", "S", "C", "C", "C", "C", "C", "C", "H", "H", "H", "H", "C", "C", "Sb", "C", "C", "C", "C", "H", "H", "H", "H", "H", "H", "H", "H", "H", "H", "H", "H", "H", "H", "H"],
  "coordinates": [[1.009, -1.230, -0.949], [3.272, -0.925, -3.234], [2.939, -0.255, -1.935], [3.095, -0.914, -0.816], [3.424, -0.181, 0.327], [2.834, -0.475, 1.430], [1.445, -1.468, 1.703], [3.557, 0.285, 2.892], [3.259, 2.054, 2.541], [2.170, 2.591, 3.429], [2.394, 2.793, 4.789], [1.386, 3.263, 5.614], [0.127, 3.537, 5.090], [-0.111, 3.326, 3.740], [0.905, 2.854, 2.917], [2.704, 1.203, -1.895], [3.568, 2.114, -2.483], [3.376, 3.480, -2.327], [2.282, 3.915, -1.586], [1.389, 3.016, -1.028], [1.560, 1.628, -1.174], [0.678, 0.772, -0.702], [4.361, -1.006, -3.298], [2.909, -0.338, -4.072], [2.837, -1.917, -3.337], [2.995, 2.116, 1.486], [4.193, 2.595, 2.691], [3.368, 2.563, 5.207], [1.577, 3.408, 6.670], [-0.662, 3.907, 5.732], [-1.092, 3.521, 3.323], [0.718, 2.662, 1.869], [4.413, 1.747, -3.055], [4.062, 4.188, -2.771], [2.113, 4.977, -1.452], [0.519, 3.376, -0.495], [-3.900, -0.907, 1.502], [-2.881, -1.440, 0.613], [-1.602, -1.098, 0.539], [-1.024, -1.747, -0.449], [-2.034, -2.478, -0.993], [-3.183, -2.331, -0.372], [-3.359, -0.596, 2.880], [-3.906, 0.450, 3.613], [-3.431, 0.747, 4.885], [-2.383, 0.020, 5.431], [-1.828, -1.018, 4.694], [-2.326, -1.335, 3.439], [-0.665, -1.762, 5.202], [-0.014, -1.623, 6.300], [1.045, -2.547, 6.237], [0.926, -3.141, 5.101], [-0.148, -2.718, 4.401], [1.779, -4.167, 4.488], [2.953, -4.564, 5.117], [3.763, -5.508, 4.508], [3.409, -6.042, 3.274], [2.240, -5.644, 2.641], [1.868, -6.198, 1.285], [1.877, -5.183, 0.240], [0.995, -4.230, -0.032], [1.441, -3.451, -0.997], [2.662, -3.985, -1.280], [2.970, -5.037, -0.562], [1.425, -4.707, 3.262], [-4.695, -1.652, 1.543], [-4.316, 0.000, 1.055], [-1.091, -0.415, 1.200], [-1.904, -3.104, -1.860], [-4.696, 1.053, 3.180], [-3.862, 1.568, 5.441], [-1.978, 0.259, 6.405], [-1.875, -2.149, 2.890], [3.222, -4.120, 6.066], [4.684, -5.815, 4.985], [4.061, -6.760, 2.791], [0.883, -6.664, 1.305], [2.595, -6.942, 0.970], [0.046, -4.127, 0.469], [3.328, -3.586, -2.023], [0.520, -4.363, 2.779], [0.800, -2.777, -7.890], [1.327, -1.692, -7.108], [2.690, -1.291, -7.337], [1.076, -1.949, -5.510], [0.266, -1.065, -4.987], [-0.226, -0.962, -3.376], [-0.263, -0.056, -5.988], [-1.161, 0.977, -5.787], [-1.518, 1.757, -6.880], [-0.985, 1.505, -8.143], [-0.084, 0.467, -8.342], [0.257, -0.292, -7.239], [-1.561, 1.153, -4.796], [-2.223, 2.569, -6.750], [-1.278, 2.127, -8.981], [0.336, 0.262, -9.317], [-4.973, 1.653, -2.992], [-4.486, 2.143, -1.628], [-2.403, 1.564, -1.328], [-1.697, 3.119, -2.641], [-1.868, 4.549, -2.145], [-2.173, 2.563, 0.588], [-3.318, 3.451, 1.064], [-6.032, 1.872, -3.160], [-4.840, 0.573, -3.098], [-4.417, 2.125, -3.806], [-5.084, 1.692, -0.830], [-4.603, 3.225, -1.536], [-2.254, 2.966, -3.570], [-0.653, 2.902, -2.864], [-2.916, 4.791, -1.952], [-1.499, 5.270, -2.880], [-1.315, 4.723, -1.219], [-1.245, 3.131, 0.522], [-1.978, 1.778, 1.324], [-3.463, 4.311, 0.409], [-3.129, 3.832, 2.073], [-4.268, 2.911, 1.097]],
  "mulliken_spin": [3.94, 0.05, -0.09, 0.09, 0.02, 0.00, 0.08, 0.00, 0.00, 0.00, 0.00, 0.00, 0.00, 0.00, 0.00, 0.00, 0.01, 0.00, 0.00, 0.00, -0.06, -0.10, 0.00, 0.00, -0.01, 0.00, 0.00, 0.00, 0.00, 0.00, 0.00, 0.00, 0.00, 0.00, 0.00, 0.00, 0.00, 0.00, 0.03, -0.06, 0.02, 0.00, 0.00, 0.00, 0.00, 0.00, 0.00, 0.00, 0.00, 0.00, 0.00, 0.00, 0.00, 0.00, 0.00, 0.00, 0.00, 0.00, 0.00, 0.00, 0.00, -0.02, 0.02, 0.00, 0.01, 0.00, 0.00, 0.02, 0.00, 0.00, 0.00, 0.00, 0.00, 0.00, 0.00, 0.00, 0.00, 0.00, 0.00, 0.00, 0.00, 0.00, 0.00, 0.00, 0.01, 0.02, 0.00, 0.00, 0.00, 0.00, 0.00, 0.00, 0.00, 0.00, 0.00, 0.00, 0.00, 0.00, 0.00, 0.02, 0.00, 0.00, 0.00, 0.00, 0.00, 0.00, 0.00, 0.00, 0.00, 0.00, 0.00, 0.00, 0.00, 0.00, 0.00, 0.00, 0.00, 0.00, 0.00]
}

{
  "formula": "C49H49CsN12O6Te2",
  "method": "the ωB97M-V functional and the def2-TZVPD basis",
  "e_homo_ev": [0.627, 0.630],
  "gap_ev": [2.191, 2.188],
  "total_charge": -2,
  "species": ["Cs", "O", "C", "C", "C", "C", "C", "C", "C", "O", "N", "N", "C", "C", "C", "C", "C", "C", "N", "H", "H", "H", "H", "H", "H", "H", "H", "H", "H", "N", "C", "C", "C", "C", "C", "C", "C", "C", "N", "C", "H", "H", "H", "H", "H", "H", "H", "H", "C", "Te", "C", "H", "H", "H", "H", "H", "H", "N", "C", "N", "C", "C", "C", "C", "C", "C", "H", "H", "H", "H", "H", "H", "C", "C", "C", "C", "N", "C", "N", "N", "N", "H", "H", "H", "H", "H", "H", "H", "H", "H", "H", "Te", "C", "C", "C", "C", "C", "C", "H", "H", "H", "H", "H", "O", "C", "O", "C", "C", "C", "C", "C", "C", "N", "O", "O", "H", "H", "H", "H"],
  "coordinates": [[-18.214, -19.158, -2.992], [-21.751, -12.468, -6.456], [-20.494, -12.386, -6.993], [-20.275, -12.398, -8.383], [-18.915, -12.312, -8.894], [-17.859, -12.075, -8.014], [-18.097, -12.052, -6.640], [-19.381, -12.305, -6.091], [-19.480, -12.494, -4.629], [-18.367, -12.114, -4.029], [-20.477, -13.132, -4.053], [-20.319, -13.394, -2.783], [-21.137, -14.155, -2.110], [-20.938, -14.316, -0.701], [-22.029, -14.869, 0.038], [-22.148, -14.718, 1.403], [-21.041, -14.167, 2.083], [-19.934, -13.835, 1.330], [-19.924, -13.777, 0.000], [-22.460, -12.233, -7.061], [-21.104, -12.617, -9.058], [-18.793, -12.565, -9.951], [-16.853, -11.841, -8.371], [-17.237, -11.927, -5.920], [-22.004, -14.581, -2.643], [-22.827, -15.312, -0.551], [-23.099, -14.919, 1.916], [-21.137, -14.135, 3.174], [-19.086, -13.430, 1.855], [-14.782, -15.977, -0.068], [-13.929, -15.598, 0.936], [-12.608, -15.191, 0.736], [-11.905, -14.671, 1.847], [-12.481, -14.610, 3.131], [-13.802, -15.086, 3.375], [-14.412, -15.082, 4.619], [-15.775, -15.299, 4.697], [-16.430, -15.591, 3.506], [-15.870, -15.694, 2.337], [-14.525, -15.522, 2.250], [-14.446, -16.365, -0.952], [-15.724, -16.235, 0.216], [-12.242, -15.311, -0.317], [-10.894, -14.349, 1.704], [-11.965, -14.274, 4.023], [-13.823, -14.895, 5.509], [-16.259, -15.211, 5.653], [-17.481, -15.856, 3.515], [-16.229, -11.601, -1.680], [-18.302, -12.306, -1.932], [-17.501, -14.248, -2.198], [-16.238, -10.562, -1.255], [-15.653, -11.436, -2.659], [-15.670, -12.300, -1.061], [-17.464, -14.703, -1.217], [-16.550, -14.180, -2.711], [-18.333, -14.673, -2.817], [-14.580, -22.118, -0.796], [-15.347, -21.418, -1.629], [-16.009, -20.409, -1.038], [-15.598, -20.464, 0.305], [-15.888, -19.637, 1.346], [-15.253, -19.933, 2.553], [-14.422, -20.982, 2.713], [-14.040, -21.816, 1.688], [-14.624, -21.524, 0.458], [-13.971, -22.892, -0.998], [-15.351, -21.614, -2.675], [-16.432, -18.728, 1.159], [-15.516, -19.295, 3.405], [-14.144, -21.267, 3.686], [-13.585, -22.743, 1.926], [-22.579, -23.236, -8.412], [-21.069, -23.533, -8.603], [-20.462, -24.664, -7.806], [-20.218, -22.330, -8.309], [-20.231, -21.597, -7.017], [-21.192, -21.014, -6.225], [-20.582, -20.452, -5.168], [-19.271, -20.733, -5.328], [-19.097, -21.443, -6.364], [-23.164, -23.797, -9.072], [-22.773, -22.165, -8.589], [-22.898, -23.363, -7.390], [-20.862, -23.762, -9.717], [-20.340, -24.469, -6.768], [-19.511, -24.796, -8.210], [-20.926, -25.633, -7.986], [-20.464, -21.552, -9.060], [-19.191, -22.630, -8.497], [-22.256, -20.889, -6.315], [-19.267, -21.826, -0.086], [-21.075, -21.735, 1.038], [-22.239, -21.164, 0.514], [-23.337, -20.999, 1.363], [-23.340, -21.522, 2.640], [-22.185, -22.169, 3.111], [-21.065, -22.307, 2.307], [-22.260, -20.806, -0.477], [-24.163, -20.409, 0.935], [-24.163, -21.455, 3.300], [-22.127, -22.435, 4.192], [-20.173, -22.795, 2.596], [-15.577, -18.866, -3.929], [-15.251, -17.670, -3.700], [-15.722, -16.946, -2.805], [-14.204, -17.082, -4.601], [-13.821, -15.700, -4.386], [-12.678, -15.206, -5.024], [-11.987, -15.996, -5.926], [-12.578, -17.235, -6.274], [-13.763, -17.737, -5.696], [-12.098, -17.899, -7.440], [-12.662, -18.987, -7.642], [-11.378, -17.262, -8.275], [-14.448, -15.168, -3.636], [-12.358, -14.185, -4.922], [-11.057, -15.671, -6.478], [-14.319, -18.673, -6.030]],
  "lowdin_charge": [0.83, 0.03, -0.27, -0.05, -0.13, -0.14, -0.05, -0.08, -0.48, -0.37, 0.06, -0.25, -0.18, -0.33, -0.08, -0.13, -0.15, -0.20, -0.01, 0.09, 0.09, 0.08, 0.09, 0.12, 0.10, 0.09, 0.09, 0.07, 0.08, 0.14, -0.25, -0.04, -0.09, -0.06, -0.20, -0.03, -0.05, -0.16, 0.12, -0.16, 0.09, 0.08, 0.12, 0.08, 0.09, 0.11, 0.09, 0.11, -0.42, 1.65, -0.31, -0.02, 0.02, -0.02, 0.00, 0.00, 0.03, 0.10, -0.17, 0.06, -0.25, -0.01, -0.10, -0.14, -0.03, -0.17, 0.15, 0.12, 0.11, 0.11, 0.08, 0.09, -0.06, -0.41, -0.08, -0.14, -0.08, -0.11, 0.03, -0.14, 0.03, 0.05, 0.08, 0.07, 0.16, 0.08, 0.05, 0.08, 0.13, 0.12, 0.12, 0.41, -0.73, -0.17, -0.13, -0.14, -0.12, -0.21, 0.06, 0.10, 0.07, 0.10, 0.05, -0.23, -0.71, -0.08, -0.12, 0.04, -0.08, -0.01, -0.16, 0.05, -0.32, 0.04, 0.01, 0.12, 0.10, 0.13, 0.16]
}

{
  "formula": "C49H49F2FeN2O5S2Se",
  "method": "the ωB97M-V functional and the def2-TZVPD basis",
  "multiplicity": 5,
  "s2": 6.009,
  "e_homo_ev": [-8.703, -9.192],
  "gap_ev": [6.326, 6.811],
  "total_charge": 1,
  "species": ["Fe", "C", "O", "C", "C", "O", "C", "C", "O", "C", "H", "H", "H", "H", "H", "H", "H", "H", "H", "H", "H", "H", "H", "H", "C", "C", "C", "C", "C", "C", "C", "S", "O", "C", "C", "C", "C", "C", "C", "C", "C", "C", "C", "C", "C", "C", "C", "C", "C", "C", "C", "C", "C", "S", "O", "C", "C", "C", "C", "C", "C", "C", "H", "H", "H", "H", "H", "H", "H", "H", "H", "H", "H", "H", "H", "H", "H", "H", "H", "H", "H", "H", "H", "H", "H", "H", "H", "H", "C", "N", "C", "Se", "N", "C", "C", "C", "C", "C", "C", "H", "H", "H", "H", "H", "H", "H", "H", "F", "C", "F", "H"],
  "coordinates": [[0.326, -14.046, 14.402], [0.906, -16.707, 15.397], [0.786, -16.112, 14.111], [0.266, -16.861, 13.006], [0.004, -15.949, 11.821], [-0.281, -14.622, 12.353], [-1.004, -13.798, 11.501], [-0.993, -12.339, 11.953], [-0.212, -12.220, 13.148], [0.089, -10.814, 13.254], [1.930, -17.060, 15.621], [0.180, -17.562, 15.469], [0.709, -15.948, 16.173], [-0.646, -17.445, 13.262], [0.980, -17.629, 12.646], [-0.834, -16.346, 11.216], [0.943, -15.901, 11.240], [-2.023, -14.206, 11.481], [-0.575, -13.921, 10.460], [-2.046, -11.974, 12.118], [-0.454, -11.757, 11.115], [-0.841, -10.273, 13.384], [0.606, -10.492, 12.322], [0.651, -10.635, 14.149], [-0.266, -8.461, 20.760], [-0.448, -9.292, 19.516], [-1.718, -9.224, 18.819], [-2.015, -10.073, 17.797], [-1.020, -11.021, 17.399], [0.259, -11.101, 18.005], [0.533, -10.103, 18.990], [-1.490, -12.373, 16.299], [-0.083, -13.064, 16.114], [-2.312, -13.486, 17.526], [-1.660, -13.794, 18.755], [-2.292, -14.325, 19.862], [-3.716, -14.538, 19.777], [-4.489, -14.896, 20.902], [-5.772, -15.369, 20.761], [-6.298, -15.520, 19.462], [-5.696, -15.004, 18.331], [-4.369, -14.437, 18.455], [-3.648, -13.807, 17.291], [-4.464, -13.534, 16.044], [-5.552, -12.487, 16.129], [-5.858, -11.796, 17.304], [-6.977, -10.982, 17.386], [-7.821, -10.747, 16.307], [-7.449, -11.287, 15.104], [-6.405, -12.230, 14.954], [-6.107, -12.881, 13.735], [-5.185, -13.871, 13.738], [-4.346, -14.173, 14.851], [-3.121, -15.460, 14.552], [-1.823, -14.886, 14.957], [-3.726, -16.751, 15.595], [-3.014, -17.440, 16.597], [-3.553, -18.595, 17.129], [-4.788, -19.101, 16.698], [-5.293, -20.488, 17.060], [-5.559, -18.312, 15.831], [-5.006, -17.189, 15.231], [-1.219, -8.320, 21.384], [0.125, -7.475, 20.507], [0.586, -8.912, 21.301], [-2.449, -8.535, 19.239], [-2.931, -9.994, 17.119], [0.985, -11.788, 17.565], [1.544, -10.167, 19.422], [-0.597, -13.619, 18.766], [-1.772, -14.647, 20.771], [-3.985, -14.740, 21.878], [-6.423, -15.741, 21.640], [-7.219, -16.023, 19.281], [-6.294, -15.034, 17.443], [-5.228, -11.907, 18.215], [-7.270, -10.697, 18.388], [-8.741, -10.208, 16.465], [-8.126, -11.217, 14.215], [-6.718, -12.613, 12.831], [-5.004, -14.446, 12.820], [-2.041, -17.061, 16.859], [-2.955, -19.260, 17.739], [-6.421, -20.466, 17.150], [-4.922, -20.803, 18.032], [-4.944, -21.207, 16.310], [-6.590, -18.492, 15.564], [-5.578, -16.601, 14.508], [-0.331, -18.542, 22.762], [0.908, -17.788, 22.836], [1.274, -16.861, 21.855], [0.342, -16.329, 20.385], [2.470, -16.346, 22.223], [2.951, -16.997, 23.333], [4.224, -16.918, 23.921], [4.438, -17.736, 24.974], [3.486, -18.678, 25.406], [2.222, -18.782, 24.792], [1.995, -17.936, 23.684], [-0.945, -18.165, 21.960], [-0.752, -18.402, 23.754], [-0.090, -19.588, 22.664], [2.921, -15.612, 21.689], [4.907, -16.148, 23.582], [5.357, -17.664, 25.489], [3.822, -19.465, 26.104], [1.511, -19.479, 25.224], [3.235, -14.287, 13.945], [2.349, -13.728, 14.854], [2.668, -14.164, 16.123], [2.581, -12.630, 14.830]],
  "mulliken_spin": [3.72, 0.02, 0.02, 0.01, 0.00, 0.02, 0.01, 0.00, 0.03, 0.00, 0.00, 0.00, 0.00, 0.00, 0.00, 0.00, 0.00, 0.00, 0.00, 0.00, 0.00, 0.00, 0.00, 0.00, 0.00, 0.00, 0.00, 0.00, 0.00, 0.00, 0.00, 0.02, 0.02, 0.00, -0.01, 0.00, 0.00, 0.00, 0.00, 0.00, 0.00, 0.00, 0.00, 0.00, 0.00, 0.00, 0.00, 0.00, 0.00, 0.00, 0.00, 0.00, 0.00, 0.00, 0.00, 0.00, 0.00, 0.00, 0.00, 0.00, 0.00, 0.00, 0.00, 0.00, 0.00, 0.00, 0.00, 0.00, 0.00, 0.00, 0.00, 0.00, 0.00, 0.00, 0.00, 0.00, 0.00, 0.00, 0.00, 0.00, 0.00, 0.00, 0.00, 0.00, 0.00, 0.00, 0.00, 0.00, 0.00, 0.00, 0.00, 0.00, 0.00, 0.00, 0.00, 0.00, 0.00, 0.00, 0.00, 0.00, 0.00, 0.00, 0.00, 0.00, 0.00, 0.00, 0.00, 0.00, 0.12, 0.00, 0.00]
}